Entry from the OMol25 dataset: CsH6O3 as an isolated structure in a non-equilibrium geometry (wB97M-V/def2-TZVPD).

Each line ends with the Mulliken charge.
Atoms and positions in Å:
Cs1 0.170 0.598 0.840  0.936
O1 -1.222 -0.928 -0.029  -0.823
H1 -1.730 -0.553 0.691  0.416
H2 -1.758 -0.774 -0.807  0.384
O2 1.997 -0.529 1.408  -0.754
H3 2.752 -0.283 0.873  0.390
H4 1.807 -1.432 1.154  0.403
O3 -0.516 0.995 -1.564  -0.627
H5 -0.470 1.919 -1.810  0.337
H6 -1.030 0.987 -0.756  0.338

Results
* F_max: 0.1630 Eh/bohr
* total energy: -6778.0453 eV
* E_HOMO: -15.54 eV
* ΔE to the lowest compared entry with this formula, charge and spin: 497.6 kJ/mol
* total charge: +1
* orbital gap: 0.42980 hartree


Entry from the OMol25 dataset: C29H77O28PbS9 as an isolated structure in a non-equilibrium geometry (wB97M-V/def2-TZVPD).

Each line ends with the Mulliken charge.
Atoms and positions in Å:
Pb1 15.584 -13.901 3.687  0.993
C1 21.108 -8.655 6.218  -0.933
C2 20.480 -8.774 4.927  -0.042
O1 19.538 -9.802 4.868  -0.395
H1 21.855 -9.421 6.425  0.279
H2 20.437 -8.913 7.037  0.296
H3 21.526 -7.669 6.419  0.309
H4 21.264 -9.162 4.277  0.196
H5 20.194 -7.802 4.526  0.298
O2 21.320 -0.830 15.269  -0.575
S1 20.054 -0.867 14.658  1.120
O3 19.332 0.307 14.140  -0.588
O4 20.107 -2.014 13.487  -0.338
C3 18.955 -2.226 12.692  -0.338
C4 18.420 -3.716 12.880  -0.960
C5 18.922 -1.589 15.874  -0.812
H6 19.135 -1.956 11.651  0.360
H7 18.148 -1.581 13.040  0.313
H8 18.687 -4.410 12.083  0.307
H9 17.334 -3.806 12.849  0.309
H10 18.771 -4.051 13.856  0.279
H11 19.264 -2.615 16.006  0.282
H12 18.000 -1.554 15.293  0.277
H13 18.934 -1.056 16.825  0.364
O5 12.882 -9.227 0.696  -0.611
S2 12.537 -8.230 -0.274  1.185
O6 11.947 -8.516 -1.583  -0.590
O7 11.649 -7.006 0.509  -0.262
C6 10.350 -7.243 0.953  -0.360
C7 9.488 -7.379 -0.307  -1.012
C8 14.069 -7.207 -0.625  -0.926
H14 10.011 -6.426 1.590  0.292
H15 10.254 -8.097 1.623  0.298
H16 9.524 -6.453 -0.882  0.262
H17 8.498 -7.420 0.145  0.380
H18 9.526 -8.245 -0.968  0.358
H19 14.171 -6.322 0.002  0.311
H20 14.058 -6.851 -1.655  0.331
H21 14.988 -7.704 -0.313  0.343
O8 20.772 -3.577 -1.954  -0.602
S3 20.473 -2.272 -2.593  1.105
O9 19.143 -1.905 -2.964  -0.569
O10 21.261 -1.079 -1.682  -0.292
C9 20.486 -0.304 -0.813  -0.406
C10 20.097 -1.149 0.380  -0.911
C11 21.544 -2.112 -4.133  -0.874
H22 19.678 0.024 -1.467  0.353
H23 21.029 0.585 -0.494  0.301
H24 19.341 -0.618 0.959  0.317
H25 21.017 -1.090 0.961  0.262
H26 19.795 -2.194 0.295  0.340
H27 21.896 -1.081 -4.117  0.306
H28 21.048 -2.362 -5.071  0.333
H29 22.184 -2.976 -3.952  0.337
O11 16.661 -16.253 12.146  -0.580
S4 16.537 -14.986 11.460  1.155
O12 16.300 -14.759 10.071  -0.574
O13 15.306 -14.167 12.206  -0.347
C12 15.414 -13.995 13.613  -0.211
C13 14.101 -13.514 14.345  -1.215
C14 17.960 -13.842 11.961  -0.957
H30 16.398 -13.611 13.882  0.382
H31 15.665 -14.961 14.052  0.351
H32 13.231 -13.312 13.719  0.318
H33 14.242 -12.601 14.923  0.311
H34 13.681 -14.201 15.080  0.315
H35 18.508 -14.161 12.847  0.352
H36 17.428 -12.949 12.291  0.350
H37 18.585 -13.628 11.093  0.351
O14 28.080 -19.124 10.941  -0.584
S5 28.685 -17.989 11.618  1.172
O15 30.086 -17.576 11.340  -0.623
O16 27.711 -16.704 11.572  -0.289
C15 28.259 -15.470 12.067  -0.125
C16 27.149 -14.412 12.215  -1.316
C17 28.675 -18.260 13.441  -0.958
H38 29.080 -15.155 11.423  0.336
H39 28.699 -15.481 13.065  0.311
H40 27.435 -13.361 12.270  0.378
H41 26.297 -14.684 12.837  0.318
H42 26.505 -14.349 11.338  0.357
H43 27.969 -17.663 14.019  0.309
H44 29.641 -17.868 13.758  0.358
H45 28.696 -19.346 13.524  0.355
O17 17.311 -14.302 -2.349  -0.593
S6 18.123 -14.595 -3.517  1.104
O18 18.746 -15.884 -3.672  -0.570
O19 17.297 -14.041 -4.909  -0.276
C18 16.176 -14.747 -5.259  -0.209
C19 16.072 -15.228 -6.660  -1.136
C20 19.458 -13.380 -3.640  -0.866
H46 15.342 -14.093 -5.006  0.288
H47 15.955 -15.595 -4.610  0.350
H48 15.916 -14.313 -7.231  0.293
H49 15.208 -15.875 -6.813  0.334
H50 16.962 -15.638 -7.138  0.311
H51 19.871 -13.192 -2.649  0.336
H52 19.090 -12.415 -3.989  0.309
H53 20.128 -13.906 -4.319  0.326
O20 13.309 -7.837 8.913  -0.597
S7 12.489 -7.796 7.690  1.146
O21 12.375 -8.969 6.815  -0.595
O22 10.963 -7.452 8.202  -0.361
C21 10.738 -6.345 8.996  -0.309
C22 9.791 -5.231 8.373  -1.025
C23 12.999 -6.273 6.715  -0.802
H54 11.692 -5.936 9.329  0.332
H55 10.208 -6.655 9.896  0.339
H56 8.977 -5.630 7.767  0.313
H57 10.385 -4.705 7.626  0.254
H58 9.482 -4.392 8.997  0.371
H59 13.476 -6.679 5.822  0.419
H60 13.450 -5.603 7.446  0.307
H61 12.031 -5.895 6.386  0.208
O23 27.766 -2.656 11.256  -0.584
S8 28.309 -1.750 10.193  1.094
O24 29.727 -1.826 9.727  -0.580
O25 27.244 -1.715 8.866  -0.296
C24 26.669 -2.867 8.234  -0.171
C25 27.517 -4.160 8.230  -1.191
C26 28.046 0.011 10.625  -0.876
H62 26.399 -2.593 7.213  0.304
H63 25.751 -3.114 8.767  0.256
H64 28.522 -4.221 7.813  0.344
H65 26.961 -4.850 7.596  0.353
H66 27.671 -4.640 9.197  0.362
H67 27.143 0.077 11.231  0.329
H68 28.089 0.592 9.703  0.294
H69 28.796 0.369 11.331  0.362
O26 21.627 -16.819 4.079  -0.602
S9 22.884 -17.304 4.619  1.087
O27 23.022 -17.393 6.056  -0.583
O28 23.274 -18.680 3.819  -0.290
C27 24.403 -19.394 4.283  -0.183
C28 24.924 -20.454 3.318  -1.140
C29 24.271 -16.345 3.915  -0.870
H70 24.033 -19.826 5.213  0.316
H71 25.165 -18.687 4.612  0.301
H72 24.520 -20.209 2.336  0.320
H73 24.668 -21.502 3.477  0.295
H74 25.989 -20.262 3.193  0.320
H75 24.136 -15.339 4.312  0.365
H76 23.990 -16.504 2.874  0.324
H77 25.197 -16.880 4.126  0.340

Results
* F_max: 0.0774 Eh/bohr
* total energy: -191389.8172 eV
* E_HOMO: -9.78 eV
* total charge: +1
* orbital gap: 0.08468 hartree


Entry from the OMol25 dataset: C3H5O4V as an isolated structure in a non-equilibrium geometry (wB97M-V/def2-TZVPD).

Each line ends with the Mulliken spin population.
Atoms and positions in Å:
H1 -0.831 -2.485 0.449  0.000
C1 -1.006 -1.568 1.021  0.003
O1 -1.513 -0.660 0.029  0.004
C2 -0.956 0.522 -0.025  -0.059
O2 0.022 0.858 0.763  0.017
O3 -1.145 1.305 -0.978  0.001
H2 -0.598 -0.630 1.853  0.000
H3 -1.446 -1.956 1.943  0.000
H4 2.010 -1.642 -1.165  0.009
C3 2.508 -0.948 -0.466  0.073
O4 2.460 0.276 -0.767  -0.029
H5 3.195 -1.295 0.323  0.007
V1 1.056 1.508 -0.776  2.974

Results
* F_max: 0.0866 Eh/bohr
* total energy: -37058.8811 eV
* E_HOMO (spin up / spin down): -13.68 / -13.84 eV
* multiplicity: 4
* ΔE to the lowest compared entry with this formula, charge and spin: 296.1 kJ/mol
* total charge: +1
* orbital gap (spin up / spin down): 0.28457 / 0.29226 hartree


Entry from the OMol25 dataset: the molecule C6H9N (wB97M-V/def2-TZVPD).

Each line ends with the Mulliken charge.
Atoms and positions in Å:
C1 1.998 -0.568 -0.031  -1.044
C2 0.833 -0.022 -0.382  0.689
C3 0.440 0.677 -1.604  -0.810
C4 -0.856 1.025 -1.503  -0.355
N1 -1.432 0.620 -0.305  -0.342
C5 -0.329 0.192 0.575  0.379
C6 -0.723 -0.997 1.448  -1.269
H1 2.852 -0.544 -0.701  0.290
H2 2.161 -1.018 0.948  0.212
H3 1.079 0.801 -2.465  0.379
H4 -1.481 1.511 -2.248  0.405
H5 -2.158 1.205 0.090  0.262
H6 0.055 1.022 1.168  0.190
H7 0.091 -1.208 2.146  0.345
H8 -0.897 -1.891 0.837  0.328
H9 -1.635 -0.803 2.029  0.339

Results
* F_max: 0.0135 Eh/bohr
* SMILES: C=C1C=CN[C@H]1C
* total energy: -7857.0181 eV
* E_HOMO: -7.47 eV
* ΔE to the lowest compared entry with this formula, charge and spin: 110.1 kJ/mol
* orbital gap: 0.30975 hartree